i) Here is a cluster of 5 separate species, C6H22NO5 in total from the OMol25 dataset. Energies are from wB97M-V/def2-TZVPD.

```
34
Properties=species:S:1:pos:R:3:mulliken_charge:R:1
C -1.283 -1.322 -1.271 -0.255
N -2.037 -0.201 -0.794 -0.454
C -1.754 0.175 0.645 -0.741
C -1.920 1.667 0.942 -0.793
C -0.647 2.449 0.427 -0.228
O -0.158 1.999 -0.824 -0.616
C -1.590 -2.604 -0.516 -0.237
C -0.305 -3.368 -0.271 -1.247
H -1.440 -1.376 -2.367 0.379
H -0.164 -1.168 -1.168 0.034
H -2.090 0.633 -1.343 0.340
H -2.551 -0.376 1.121 0.413
H -0.773 -0.211 0.915 0.321
H -2.769 2.194 0.455 0.368
H -1.890 1.774 2.015 0.362
H -0.896 3.499 0.220 0.354
H 0.188 2.292 1.122 0.060
H -1.979 -2.338 0.479 0.126
H -2.372 -3.284 -0.909 0.387
H 0.460 -3.272 -1.032 0.334
H -0.453 -4.450 -0.263 0.356
H 0.145 -2.978 0.657 0.297
H 2.112 1.549 -2.062 0.306
H 1.713 2.796 -1.366 0.372
O 2.310 2.510 -2.073 -0.737
H 2.883 -0.450 0.415 0.381
H 3.412 -0.916 1.734 0.333
O 3.713 -0.861 0.812 -0.745
H 2.500 1.321 -0.321 0.339
H 0.499 1.167 -0.735 0.426
O 1.864 0.595 -0.323 -1.203
H 1.733 0.536 1.133 0.414
H 1.950 1.451 2.354 0.284
O 1.589 0.567 2.191 -0.729
```

Summary:
Lowest unoccupied orbital energy: 0.133 hartree
HOMO-LUMO gap: 8.631 eV
Total charge: -1



ii) Here is a structure of composition C6H22NO5 from the OMol25 dataset. Energies are from wB97M-V/def2-TZVPD.

```
34
Properties=species:S:1:pos:R:3:mulliken_charge:R:1
C -0.756 -0.533 -1.790 -0.775
N -0.866 0.014 -0.412 -0.280
C 0.176 -0.742 0.437 0.294
C -0.608 -1.088 1.679 0.189
C -1.757 -2.181 1.650 -1.619
C -1.354 -0.015 2.470 -2.010
C 1.537 0.150 0.508 -0.244
O 1.730 1.142 -0.343 -0.737
H -1.519 0.060 -2.362 0.340
H -1.091 -1.567 -1.681 0.365
H 0.223 -0.502 -2.103 0.025
H -0.476 1.067 -0.390 0.175
H 0.525 -1.650 -0.051 0.119
H 0.113 -1.449 2.330 0.462
H -1.395 -3.111 1.758 0.500
H -2.198 -2.174 0.635 0.288
H -2.528 -2.125 2.394 0.365
H -1.679 -0.397 3.328 0.693
H -2.355 0.201 2.039 0.357
H -0.743 0.789 2.661 0.417
H 2.333 -0.614 0.366 0.009
H 1.489 0.585 1.506 0.342
H 1.024 2.182 -0.621 0.344
H 0.619 2.901 -2.037 0.217
O 0.265 2.986 -1.174 -0.831
H -1.135 3.339 0.815 0.278
H -1.310 3.984 -0.437 0.324
O -1.827 3.637 0.315 -0.646
H 1.490 -2.388 -1.811 0.374
H 2.753 -2.841 -0.771 0.309
O 2.306 -2.885 -1.618 -0.656
H 2.705 1.165 -1.728 0.495
H 1.711 0.857 -2.792 0.255
O 2.600 1.202 -2.769 -0.738
```

Summary:
Lowest unoccupied orbital energy: 0.121 hartree
HOMO-LUMO gap: 8.313 eV
Total charge: -1



Going by the computed energies, the most stable comes first: i), ii).



i) Here is a cluster of 2 separate species, C3H6OS3 in total from the OMol25 dataset. Energies are from wB97M-V/def2-TZVPD.

```
13
Properties=species:S:1:pos:R:3:mulliken_charge:R:1
C -1.303 1.472 0.102 -0.973
C -0.281 0.410 -0.097 -0.142
C -0.370 -0.874 0.068 0.506
S 0.811 -2.079 -0.496 -0.244
S -1.725 -1.725 0.850 -0.265
H -1.131 2.145 0.985 0.246
H -2.252 0.848 0.181 0.295
H -1.299 2.076 -0.738 0.302
H 0.647 0.678 -0.685 0.051
H 1.631 -1.377 -1.271 0.110
H -1.633 -2.758 0.011 0.116
O 2.760 0.798 0.332 -0.228
S 4.145 0.386 0.756 0.226
```

Summary:
Lowest unoccupied orbital energy (alpha / beta): -0.068 / -0.067 hartree
HOMO-LUMO gap (alpha / beta): 6.528 / 6.537 eV
SMILES: CC=C(S)S.O=S



ii) Here is an isolated molecule of C3H6OS3 from the OMol25 dataset. Energies are from wB97M-V/def2-TZVPD.

```
13
Properties=species:S:1:pos:R:3:mulliken_charge:R:1
C 0.389 -0.891 0.411 -0.458
C 0.586 -1.327 -1.075 -0.517
C 0.606 0.546 0.695 -0.937
O -2.874 2.909 0.463 -0.528
S -0.479 -0.146 -2.066 -0.178
S -0.451 1.498 -0.521 0.134
S -1.869 1.911 0.899 0.236
H -0.745 -0.912 0.712 0.246
H 0.975 -1.676 0.913 0.339
H 1.681 -1.237 -1.406 0.301
H 0.306 -2.346 -1.171 0.381
H 0.334 0.773 1.623 0.538
H 1.542 0.897 0.524 0.442
```

Summary:
Lowest unoccupied orbital energy (alpha / beta): -0.029 / -0.029 hartree
HOMO-LUMO gap (alpha / beta): 6.865 / 6.859 eV



iii) Here is an isolated molecule of C3H6OS3 from the OMol25 dataset. Energies are from wB97M-V/def2-TZVPD.

```
13
Properties=species:S:1:pos:R:3:mulliken_charge:R:1
C 0.391 -1.460 0.894 -1.216
C 0.213 0.002 0.482 -0.052
S 1.960 0.258 -0.456 0.091
O 2.040 1.917 -0.851 -0.451
C -1.286 0.316 0.017 0.075
S -2.717 0.613 0.957 -0.133
S -1.245 0.363 -1.743 -0.164
H 0.789 -2.059 0.006 0.333
H -0.566 -1.848 1.201 0.395
H 1.155 -1.623 1.676 0.321
H 0.287 0.733 1.382 0.313
H 1.401 1.927 -1.595 0.341
H -2.421 0.862 -1.971 0.148
```

Summary:
Lowest unoccupied orbital energy: -0.031 hartree
HOMO-LUMO gap: 8.194 eV
SMILES: C[C@@H](SO)C(=S)S



Going by the computed energies, the most stable comes first: iii), ii), i).



i) Here is a cluster of 3 separate species, CH5O4 in total from the OMol25 dataset. Energies are from wB97M-V/def2-TZVPD.

```
10
Properties=species:S:1:pos:R:3:mulliken_charge:R:1
O 0.554 1.094 0.897 -0.728
C 0.507 0.024 1.535 0.050
O 0.333 -1.131 1.079 -0.734
H 0.619 0.043 2.644 0.345
H 0.717 0.773 -2.021 0.272
H 0.913 1.522 -0.718 0.482
O 1.143 1.574 -1.682 -0.700
H -1.110 -1.563 -0.031 0.399
H -1.760 -0.774 -1.118 0.290
O -1.916 -1.561 -0.585 -0.675
```

Summary:
Lowest unoccupied orbital energy: 0.153 hartree
HOMO-LUMO gap: 9.260 eV
Total charge: -1



ii) Here is a cluster of 3 separate species, CH5O4 in total from the OMol25 dataset. Energies are from wB97M-V/def2-TZVPD.

```
10
Properties=species:S:1:pos:R:3:mulliken_charge:R:1
O 0.214 1.114 -1.585 -0.673
C 0.202 1.604 -0.422 0.117
O 0.900 2.435 0.140 -0.556
H -0.903 1.387 0.176 0.133
H -2.722 -2.363 2.016 0.343
H -1.938 -2.025 3.332 0.318
O -2.575 -2.603 2.992 -0.664
H 1.439 -1.940 -0.833 0.290
H 0.887 -0.816 -1.572 0.333
O 1.713 -1.430 -1.621 -0.641
```

Summary:
Lowest unoccupied orbital energy: 0.118 hartree
HOMO-LUMO gap: 7.338 eV
Total charge: -1



Going by the computed energies, the most stable comes first: i), ii).



i) Here is a cluster of 2 separate species, C3H11N2 in total from the OMol25 dataset. Energies are from wB97M-V/def2-TZVPD.

```
16
Properties=species:S:1:pos:R:3:mulliken_charge:R:1
C -0.036 2.145 0.382 -0.886
N -0.611 1.362 -0.846 -1.911
H -0.808 2.792 0.844 0.277
H 0.655 2.847 0.035 0.463
H 0.461 1.506 1.064 0.252
H -0.736 0.299 -0.854 0.388
H -1.487 1.713 -1.218 0.943
H -0.157 1.548 -1.871 0.796
C 0.975 -1.819 1.317 -0.613
C -0.057 -1.752 0.507 -0.271
N -0.144 -1.313 -0.920 -0.884
H 1.962 -1.867 0.750 0.145
H 0.918 -1.941 2.446 0.253
H -1.013 -2.094 0.765 0.361
H 0.888 -1.460 -1.177 0.359
H -0.810 -1.966 -1.223 0.330
```

Summary:
Lowest unoccupied orbital energy (alpha / beta): 0.035 / 0.028 hartree
HOMO-LUMO gap (alpha / beta): 4.202 / 10.423 eV
Spin multiplicity: 2
⟨S²⟩: 0.751



ii) Here is a cluster of 2 separate species, C3H11N2 in total from the OMol25 dataset. Energies are from wB97M-V/def2-TZVPD.

```
16
Properties=species:S:1:pos:R:3:mulliken_charge:R:1
C -1.226 0.812 1.606 -1.357
N -1.610 -0.001 0.258 -1.963
H -1.770 0.505 2.487 0.592
H -1.221 1.834 1.417 0.613
H -0.167 0.609 1.672 0.232
H -0.829 0.015 -0.434 0.092
H -1.859 -0.958 0.599 0.820
H -2.144 0.637 -0.365 1.109
C 1.899 0.427 -0.138 -0.529
C 1.556 -0.732 -0.639 -0.386
N 0.387 -0.913 -1.492 -0.871
H 1.224 1.210 0.150 0.421
H 3.002 0.503 -0.035 0.219
H 2.091 -1.662 -0.640 0.360
H 0.393 -0.457 -2.431 0.302
H 0.274 -1.830 -2.015 0.346
```

Summary:
Lowest unoccupied orbital energy (alpha / beta): 0.034 / 0.026 hartree
HOMO-LUMO gap (alpha / beta): 4.125 / 9.891 eV
Spin multiplicity: 2
⟨S²⟩: 0.751



Going by the computed energies, the most stable comes first: i), ii).



i) Here is a cluster of 3 separate species, C4H14O3S in total from the OMol25 dataset. Energies are from wB97M-V/def2-TZVPD.

```
22
Properties=species:S:1:pos:R:3:mulliken_charge:R:1
O -0.465 0.165 -2.847 -0.575
C 0.437 -0.344 -1.867 -0.433
C 0.268 0.342 -0.505 -0.204
C 1.661 0.466 0.184 -0.905
C 1.718 0.195 1.701 -0.583
S 1.529 -1.578 1.831 -0.265
H -1.345 -0.200 -2.909 0.280
H 0.280 -1.451 -1.788 0.224
H 1.340 0.042 -2.377 0.359
H -0.453 -0.080 0.139 0.324
H -0.040 1.382 -0.579 0.199
H 2.069 1.456 -0.091 0.393
H 2.309 -0.355 -0.307 0.337
H 2.766 0.326 1.982 0.349
H 1.164 0.894 2.326 0.386
H 1.454 -1.874 3.158 0.124
O -2.944 -1.402 -1.188 -0.629
H -3.380 -0.545 -1.235 0.320
H -2.675 -1.651 -0.305 0.298
O -2.615 3.405 0.752 -0.631
H -2.558 2.452 0.643 0.310
H -1.676 3.583 0.985 0.322
```

Summary:
Lowest unoccupied orbital energy: 0.010 hartree
HOMO-LUMO gap: 9.477 eV
SMILES: OCCCCS.O.O



ii) Here is a cluster of 4 separate species, C4H14O3S in total from the OMol25 dataset. Energies are from wB97M-V/def2-TZVPD.

```
22
Properties=species:S:1:pos:R:3:mulliken_charge:R:1
C -4.287 -0.101 0.413 -0.394
O -5.269 0.482 -0.280 -0.484
C -3.032 0.064 -0.555 -0.553
C -1.720 -0.456 -0.101 -0.294
C -0.418 -0.080 -0.752 -0.630
S 2.615 -0.016 -0.093 -0.102
H -4.433 -1.201 0.733 0.268
H -4.235 0.475 1.355 0.296
H -6.186 0.393 0.126 0.304
H -3.246 -0.348 -1.527 0.265
H -2.863 1.154 -0.719 0.259
H -1.544 -0.152 0.948 0.211
H -1.826 -1.553 -0.128 0.280
H -0.537 0.949 -1.026 0.369
H -0.193 -0.640 -1.628 0.408
H 0.495 -0.038 -0.177 -0.264
H 4.666 -0.045 -0.071 0.283
H 5.408 -1.076 0.718 0.338
O 5.593 -0.221 0.276 -0.601
H 7.486 0.275 0.637 0.294
H 6.302 0.951 1.011 0.415
O 7.223 1.185 0.842 -0.665
```

Summary:
Lowest unoccupied orbital energy: -0.183 hartree
HOMO-LUMO gap: 4.993 eV



Going by the computed energies, the most stable comes first: i), ii).



i) Here is a structure of composition C3H7NOS from the OMol25 dataset. Energies are from wB97M-V/def2-TZVPD.

```
13
Properties=species:S:1:pos:R:3:mulliken_charge:R:1
C 1.133 0.927 -0.338 -0.543
C 0.927 -1.212 -0.623 -0.591
C -0.861 0.020 0.725 -0.795
N 0.514 -0.144 0.295 0.078
O 3.494 -0.265 -0.109 -0.576
S 2.395 -0.118 -1.133 0.355
H 0.303 1.829 -1.482 0.170
H 1.417 1.871 0.156 0.394
H 1.049 -2.102 0.016 0.388
H 0.381 -1.441 -1.641 0.280
H -1.603 0.720 0.083 0.268
H -1.400 -0.969 0.749 0.321
H -0.853 0.427 1.835 0.251
```

Summary:
Lowest unoccupied orbital energy: 0.024 hartree
HOMO-LUMO gap: 9.856 eV



ii) Here is an isolated molecule of C3H7NOS from the OMol25 dataset. Energies are from wB97M-V/def2-TZVPD.

```
13
Properties=species:S:1:pos:R:3:mulliken_charge:R:1
C -0.582 0.828 0.093 -0.453
C 0.631 0.366 0.941 -0.582
C -1.213 -0.490 -0.276 -0.725
N 1.612 -0.530 0.474 -0.646
O 0.437 -0.960 -2.419 -0.467
S 0.113 -1.518 -1.135 0.455
H -1.017 1.596 0.742 0.303
H -0.227 1.229 -0.829 0.296
H 1.254 1.287 1.409 0.340
H 0.270 -0.189 1.728 0.435
H -1.325 -1.065 0.565 0.430
H -2.127 -0.498 -1.042 0.337
H 2.176 -0.056 -0.251 0.277
```

Summary:
Lowest unoccupied orbital energy (alpha / beta): -0.014 / -0.017 hartree
HOMO-LUMO gap (alpha / beta): 8.317 / 8.467 eV



iii) Here is an isolated molecule of C3H7NOS from the OMol25 dataset. Energies are from wB97M-V/def2-TZVPD.

```
13
Properties=species:S:1:pos:R:3:mulliken_charge:R:1
C 1.707 -0.647 0.419 -1.187
C 0.725 0.126 -0.510 0.332
O 0.929 1.436 -0.132 -0.581
C -0.741 -0.334 -0.415 -0.071
N -1.473 0.543 0.298 -0.398
S -3.140 0.003 -0.042 -0.185
H 1.478 -1.740 0.221 0.314
H 1.540 -0.491 1.536 0.276
H 2.668 -0.354 0.204 0.363
H 1.052 -0.200 -1.506 0.182
H 0.036 1.896 0.054 0.390
H -1.070 -1.290 -0.912 0.393
H -3.711 1.053 0.785 0.173
```

Summary:
Lowest unoccupied orbital energy: 0.018 hartree
HOMO-LUMO gap: 9.499 eV
SMILES: C[C@H](O)/C=N/S



Going by the computed energies, the most stable comes first: iii), ii), i).



i) Here is an isolated molecule of C3H7NOS from the OMol25 dataset. Energies are from wB97M-V/def2-TZVPD.

```
13
Properties=species:S:1:pos:R:3:mulliken_charge:R:1
N 0.567 0.623 1.491 -0.545
C -0.019 0.581 0.141 0.555
C -1.377 -0.079 0.263 -0.229
O -2.377 0.484 0.580 -0.428
C 0.951 -0.183 -0.808 -0.915
S 0.246 -1.133 -2.220 -0.185
H 0.084 0.006 2.115 0.196
H 0.813 1.520 1.840 0.212
H -0.108 1.623 -0.169 0.318
H -1.322 -1.162 0.054 0.253
H 1.546 0.528 -1.380 0.291
H 1.634 -0.809 -0.242 0.375
H -0.638 -1.998 -1.665 0.101
```

Summary:
Lowest unoccupied orbital energy: 0.026 hartree
HOMO-LUMO gap: 9.981 eV
SMILES: N[C@H](C=O)CS



ii) Here is an isolated molecule of C3H7NOS from the OMol25 dataset. Energies are from wB97M-V/def2-TZVPD.

```
13
Properties=species:S:1:pos:R:3:mulliken_charge:R:1
C 1.984 -0.567 0.257 -0.563
O 0.915 -0.332 -0.593 -0.230
N -0.258 -0.923 -0.133 -0.156
C -1.378 -0.151 -0.093 0.236
C -1.222 1.367 -0.042 -0.894
S -2.843 -0.851 -0.008 -0.344
H 2.885 -0.266 -0.330 0.244
H 1.903 0.010 1.162 0.277
H 2.097 -1.583 0.513 0.293
H -0.397 -1.833 -0.537 0.258
H -1.982 1.783 0.596 0.348
H -0.224 1.651 0.268 0.274
H -1.480 1.696 -1.060 0.259
```

Summary:
Lowest unoccupied orbital energy: 0.025 hartree
HOMO-LUMO gap: 9.154 eV
SMILES: CONC(C)=S



Going by the computed energies, the most stable comes first: i), ii).



i) Here is an isolated molecule of C3H7NOS from the OMol25 dataset. Energies are from wB97M-V/def2-TZVPD.

```
13
Properties=species:S:1:pos:R:3:mulliken_charge:R:1
N 0.673 0.657 2.293 -0.405
C -0.053 -0.231 1.399 0.497
O -0.851 -1.070 1.831 -0.563
C 0.065 0.283 -0.146 -0.544
C -0.558 -0.703 -1.211 -0.728
S -0.928 0.478 -2.782 -0.242
H 1.050 0.343 3.265 0.252
H 1.104 1.460 1.879 0.210
H 1.145 0.255 -0.366 0.296
H -0.531 1.204 -0.148 0.385
H 0.188 -1.439 -1.540 0.355
H -1.443 -1.226 -0.916 0.345
H 0.140 -0.009 -3.557 0.142
```

Summary:
Lowest unoccupied orbital energy: 0.026 hartree
HOMO-LUMO gap: 9.929 eV
SMILES: NC(=O)CCS



ii) Here is an isolated molecule of C3H7NOS from the OMol25 dataset. Energies are from wB97M-V/def2-TZVPD.

```
13
Properties=species:S:1:pos:R:3:mulliken_charge:R:1
N -1.300 -0.376 0.401 -0.284
C -0.071 -0.636 -0.016 0.143
S 0.468 -2.115 -0.548 -0.346
C 0.926 0.515 0.195 -0.550
C 0.350 1.834 -0.247 -0.392
O -0.651 2.292 0.696 -0.582
H -2.043 -1.048 0.337 0.188
H -1.463 0.558 0.750 0.270
H 1.825 0.385 -0.434 0.311
H 1.284 0.513 1.226 0.291
H 1.180 2.564 -0.205 0.305
H -0.115 1.783 -1.242 0.340
H -1.090 3.096 0.358 0.306
```

Summary:
Lowest unoccupied orbital energy: 0.020 hartree
HOMO-LUMO gap: 8.609 eV
SMILES: NC(=S)CCO



iii) Here is a structure of composition C3H7NOS from the OMol25 dataset. Energies are from wB97M-V/def2-TZVPD.

```
13
Properties=species:S:1:pos:R:3:mulliken_charge:R:1
C -1.740 1.570 1.274 -0.582
C -0.399 0.142 0.395 -0.363
C 2.120 -1.905 -1.851 -0.275
H -0.706 2.633 1.305 0.207
H -2.645 2.125 1.185 0.319
H -1.644 0.744 2.314 0.212
H -0.443 -0.754 1.076 0.328
H 0.501 0.869 0.821 0.232
H 2.696 -1.231 -2.876 0.243
H 2.721 -2.875 -1.636 0.253
N 0.983 -1.975 -0.839 -0.291
O -1.551 0.999 0.028 -0.261
S 0.109 -0.342 -1.196 -0.021
```

Summary:
Lowest unoccupied orbital energy: -0.004 hartree
HOMO-LUMO gap: 8.307 eV



Going by the computed energies, the most stable comes first: ii), i), iii).